# 1
ORCA calculation (wB97M-V/def2-TZVPD) on the molecule C20H30N2O3S.

Calculated values
frontier orbital gap = 10.10 eV
charge = 0
E = -41185.8798 eV
ΔE to the lowest compared entry with this formula, charge and spin = 8.0 kcal/mol
SMILES = Cc1ccc(S(=O)(=O)N2CCC(C(=O)NC3CCCCCC3)CC2)cc1
LUMO level = 0.67 eV
HOMO = -9.43 eV

Last column: Löwdin charge in e.
Geometry (Å):
C -4.80 -6.56 0.59  -0.05
C -4.44 -5.25 -0.06  -0.27
C -3.60 -5.21 -1.17  -0.03
C -3.29 -4.01 -1.78  -0.06
C -3.83 -2.84 -1.27  -0.27
C -4.66 -2.85 -0.18  -0.06
C -4.97 -4.06 0.43  -0.03
H -5.63 -4.08 1.28  0.12
H -5.08 -1.92 0.18  0.11
S -3.34 -1.27 -1.99  0.67
O -4.35 -0.30 -1.72  -0.28
O -2.93 -1.48 -3.35  -0.28
N -1.99 -0.82 -1.14  -0.23
C -2.20 -0.48 0.25  -0.20
C -1.02 0.34 0.75  -0.12
H -1.16 0.58 1.81  0.13
H -0.98 1.28 0.19  0.12
C 0.28 -0.45 0.56  -0.23
C 0.43 -0.84 -0.91  -0.12
C -0.81 -1.63 -1.36  -0.20
H -0.87 -2.58 -0.80  0.13
H -0.77 -1.84 -2.43  0.12
H 0.52 0.05 -1.54  0.12
H 1.32 -1.46 -1.05  0.13
C 1.50 0.32 1.07  -0.47
O 2.20 -0.11 1.97  0.07
N 1.73 1.49 0.45  0.10
H 1.13 1.78 -0.30  0.14
C 2.85 2.35 0.77  -0.31
C 2.34 3.74 1.17  -0.14
C 3.40 4.56 1.91  -0.20
C 4.29 5.41 1.00  -0.21
C 4.70 4.76 -0.32  -0.21
H 5.57 5.30 -0.70  0.11
C 5.04 3.27 -0.22  -0.19
C 3.83 2.37 -0.41  -0.15
H 4.16 1.34 -0.57  0.12
H 3.29 2.68 -1.31  0.12
H 5.76 3.02 -1.01  0.11
H 5.52 3.05 0.73  0.12
H 3.91 4.88 -1.06  0.10
H 5.19 5.67 1.56  0.11
H 3.78 6.35 0.76  0.11
H 4.01 3.88 2.50  0.11
H 2.90 5.24 2.61  0.11
H 1.98 4.28 0.30  0.12
H 1.49 3.58 1.84  0.12
H 3.34 1.89 1.64  0.15
H 0.22 -1.36 1.16  0.15
H -2.31 -1.39 0.86  0.13
H -3.12 0.10 0.29  0.12
H -2.65 -3.96 -2.64  0.11
H -3.19 -6.13 -1.56  0.12
H -5.70 -6.95 0.13  0.09
H -4.98 -6.43 1.65  0.08
H -4.00 -7.29 0.45  0.08

***

# 2
ORCA calculation (wB97M-V/def2-TZVPD) on a structure of composition C3H3N3O2 at a distorted geometry.

Calculated values
frontier orbital gap = 8.99 eV
charge = 0
E = -11718.9321 eV
ΔE to the lowest compared entry with this formula, charge and spin = 162.0 kcal/mol
LUMO level = -0.55 eV
HOMO = -9.54 eV

Last column: Löwdin charge in e.
Geometry (Å):
C -0.31 1.38 0.08  -0.16
C -1.73 -0.10 -0.02  -0.43
C -0.34 -0.75 -0.15  -0.34
H 2.63 -0.39 -0.72  0.28
H 0.23 2.41 -0.08  0.16
H 1.21 -1.78 0.88  0.20
N 0.56 0.37 -0.43  -0.11
N -1.55 1.30 0.39  0.19
N 0.08 -1.82 0.32  0.14
O 1.85 0.11 0.02  -0.12
O -2.64 -0.74 -0.29  0.18

***

# 3
ORCA calculation (wB97M-V/def2-TZVPD) on a structure of composition C25H16Cl4N5O5PtS at a distorted geometry.

Calculated values
frontier orbital gap (alpha / beta) = 6.03 / 4.87 eV
⟨S²⟩ = 6.04
2S+1 = 5
charge = +1
E = -108036.8119 eV
LUMO level (alpha / beta) = -4.09 / -5.91 eV
HOMO (alpha / beta) = -10.12 / -10.79 eV

Last column: Löwdin spin population.
Geometry (Å):
Pt 0.48 -0.02 -0.16  1.41
N -1.59 -3.61 0.71  0.12
C -2.54 -4.00 -0.24  0.06
C -3.04 -5.29 -0.22  0.00
C -3.99 -5.68 -1.16  0.05
C -4.43 -4.78 -2.12  0.02
C -3.93 -3.49 -2.15  0.03
C -2.99 -3.10 -1.21  0.07
S -2.35 -1.48 -1.27  0.43
N -1.30 -1.39 -0.01  0.16
C -1.00 -2.40 0.77  0.05
C 0.08 -2.19 1.75  0.01
C 0.07 -2.78 3.00  0.01
C 1.15 -2.58 3.85  0.00
C 2.21 -1.81 3.40  0.01
C 2.13 -1.22 2.15  0.01
N 1.09 -1.40 1.34  0.06
H -1.26 -4.32 1.34  0.00
H -2.68 -6.00 0.52  0.00
H -4.38 -6.68 -1.14  0.00
H -5.17 -5.09 -2.85  0.00
H -4.25 -2.79 -2.91  0.00
H -0.79 -3.36 3.33  0.00
H 1.16 -3.01 4.84  0.00
H 3.09 -1.66 4.01  0.00
H 2.93 -0.60 1.77  0.00
Cl 3.39 4.70 4.20  0.04
C 2.93 3.82 2.82  0.10
C 3.61 4.05 1.58  0.08
Cl 4.77 5.30 1.48  0.03
C 3.34 3.27 0.48  0.03
Cl 4.15 3.50 -1.01  0.00
C 2.38 2.22 0.55  0.14
O 2.20 1.41 -0.40  0.31
C 1.54 2.12 1.76  0.14
O 0.53 1.36 1.74  0.30
C 1.91 2.89 2.89  0.02
Cl 1.03 2.65 4.35  0.00
O 1.38 -1.57 -1.69  0.10
C 0.88 -2.26 -2.61  0.02
O -0.32 -2.37 -2.97  0.12
H 1.60 -2.84 -3.22  0.01
N -0.49 5.30 0.13  0.00
C -0.71 5.14 -1.20  0.00
O -1.12 6.03 -1.91  0.00
C -0.42 3.78 -1.76  0.00
C -0.02 3.70 -3.10  0.00
C 0.22 2.46 -3.65  0.00
C 0.09 1.33 -2.85  0.01
N -0.29 1.41 -1.57  0.05
C -0.56 2.61 -1.05  0.01
H -0.66 6.20 0.53  0.00
H -0.06 4.59 0.70  0.00
H 0.09 4.61 -3.66  0.00
H 0.53 2.35 -4.68  0.00
H 0.29 0.34 -3.24  0.00
H -0.90 2.61 -0.02  0.00

***

# 4
ORCA calculation (wB97M-V/def2-TZVPD) on a structure of composition C23H17ClMnN3O2S2.

Calculated values
frontier orbital gap (alpha / beta) = 6.54 / 6.58 eV
⟨S²⟩ = 3.88
2S+1 = 4
charge = +1
E = -98197.9297 eV
ΔE to the lowest compared entry with this formula, charge and spin = 0.0 kcal/mol
LUMO level (alpha / beta) = -4.41 / -4.39 eV
HOMO (alpha / beta) = -10.94 / -10.97 eV

Last column: Löwdin spin population.
Geometry (Å):
Mn -0.12 -0.89 0.12  2.95
C -0.37 -1.56 5.29  0.00
S 0.97 -2.41 4.44  -0.01
C 0.76 -1.94 2.78  -0.01
S -0.56 -0.89 2.32  -0.08
N 1.64 -2.45 1.97  0.00
N 1.41 -2.04 0.68  -0.05
C 2.19 -2.44 -0.26  0.02
C 1.87 -2.00 -1.62  0.00
C 2.63 -2.30 -2.73  0.00
C 2.21 -1.82 -3.97  0.00
C 1.06 -1.07 -4.05  0.00
C 0.34 -0.80 -2.89  0.00
N 0.75 -1.26 -1.71  0.00
H -0.24 -1.83 6.34  0.00
H -1.34 -1.91 4.96  0.00
H -0.29 -0.48 5.20  0.00
H 3.03 -3.09 -0.03  0.00
H 3.53 -2.89 -2.63  0.00
H 2.79 -2.04 -4.86  0.00
H 0.70 -0.68 -4.99  0.00
H -0.56 -0.20 -2.88  0.00
Cl -7.26 -1.41 0.46  0.00
C -5.59 -1.03 0.22  0.01
C -5.20 0.31 0.09  0.00
C -3.88 0.65 -0.11  0.01
C -2.90 -0.35 -0.15  0.00
O -1.64 0.03 -0.37  0.07
C -3.29 -1.69 -0.01  0.01
C -2.35 -2.76 -0.10  0.00
O -1.12 -2.64 -0.16  0.01
C -4.65 -2.02 0.17  0.00
H -5.96 1.08 0.13  0.00
H -3.58 1.68 -0.22  0.00
H -2.74 -3.79 -0.15  0.00
H -4.94 -3.06 0.26  0.00
C 0.94 0.67 0.25  -0.11
C 1.43 1.77 0.08  0.11
C 2.05 3.05 -0.05  0.01
C 3.39 3.22 0.33  0.02
C 3.98 4.46 0.22  0.00
C 3.26 5.55 -0.26  0.02
C 1.93 5.38 -0.63  0.00
C 1.33 4.14 -0.53  0.02
H 3.94 2.37 0.71  0.00
H 5.02 4.59 0.51  0.00
H 3.73 6.52 -0.35  0.00
H 1.36 6.23 -1.00  0.00
H 0.29 4.01 -0.81  0.00

***

# 5
ORCA calculation (wB97M-V/def2-TZVPD) on a structure of composition C18H41ClI2Si.

Calculated values
frontier orbital gap = 9.52 eV
charge = 0
E = -55933.3870 eV
LUMO level = 0.12 eV
HOMO = -9.40 eV

Last column: Löwdin charge in e.
Geometry (Å):
C -2.68 1.83 5.50  -0.12
C -2.71 2.35 4.07  -0.38
C -3.12 1.30 3.05  -0.83
Cl -4.81 0.70 3.41  0.54
Si -3.28 1.84 1.26  0.52
C -1.71 2.46 0.38  -0.95
I -1.15 4.38 1.16  0.82
C -0.51 1.56 0.19  -0.89
C -0.86 0.31 -0.61  -0.19
I 0.42 0.97 2.04  0.91
H -2.32 0.80 5.54  0.08
H -3.67 1.83 5.96  0.06
H -2.02 2.43 6.13  0.07
H -1.72 2.71 3.77  0.04
H -3.38 3.21 3.98  0.10
H -2.49 0.41 3.14  0.03
H -3.77 0.69 0.47  -0.02
H -4.25 2.95 1.19  -0.01
H -2.06 2.72 -0.63  0.04
H 0.29 2.10 -0.31  0.05
H -1.62 -0.29 -0.10  0.06
H -1.26 0.60 -1.59  0.07
H 0.02 -0.31 -0.77  0.07
C 7.32 1.10 3.28  -0.11
C 7.17 0.16 2.09  -0.27
C 6.08 0.59 1.11  -0.23
C 4.68 0.69 1.71  -0.24
C 4.18 -0.58 2.40  -0.28
C 4.13 -1.79 1.47  -0.11
H 6.41 1.13 3.89  0.06
H 8.14 0.80 3.93  0.07
H 7.52 2.12 2.95  0.08
H 6.97 -0.85 2.45  0.10
H 8.12 0.10 1.56  0.10
H 6.07 -0.11 0.27  0.10
H 6.35 1.57 0.69  0.11
H 3.97 0.96 0.92  0.10
H 4.64 1.52 2.43  0.10
H 3.18 -0.39 2.79  0.05
H 4.81 -0.81 3.27  0.10
H 3.50 -1.58 0.61  0.07
H 3.71 -2.66 1.98  0.07
H 5.12 -2.06 1.11  0.06
C -2.86 -3.88 -5.68  -0.11
C -3.47 -2.50 -5.84  -0.27
C -2.57 -1.37 -5.32  -0.23
C -2.20 -1.48 -3.84  -0.23
C -3.38 -1.55 -2.88  -0.27
C -4.28 -0.32 -2.93  -0.11
H -2.70 -4.14 -4.63  0.06
H -3.51 -4.65 -6.11  0.07
H -1.89 -3.94 -6.19  0.08
H -4.44 -2.46 -5.32  0.10
H -3.69 -2.31 -6.89  0.10
H -3.06 -0.41 -5.51  0.10
H -1.65 -1.36 -5.91  0.11
H -1.59 -0.61 -3.58  0.09
H -1.56 -2.35 -3.69  0.10
H -3.00 -1.68 -1.87  0.09
H -3.98 -2.45 -3.09  0.10
H -3.72 0.58 -2.71  0.06
H -5.10 -0.39 -2.21  0.07
H -4.73 -0.19 -3.92  0.07

***

# 6
ORCA calculation (wB97M-V/def2-TZVPD) on a structure of composition C13H11Br2N3O3PdSbSe4.

Calculated values
frontier orbital gap (alpha / beta) = 5.96 / 4.19 eV
⟨S²⟩ = 2.01
2S+1 = 3
charge = -1
E = -435759.1406 eV
ΔE to the lowest compared entry with this formula, charge and spin = 0.0 kcal/mol
LUMO level (alpha / beta) = 1.49 / -0.25 eV
HOMO (alpha / beta) = -4.48 / -4.44 eV

Last column: Löwdin spin population.
Geometry (Å):
Pd 0.57 -1.21 0.79  0.07
Br -1.00 2.81 -1.49  0.00
C -2.27 1.64 -0.71  0.00
C -3.57 1.63 -1.22  0.00
C -4.51 0.77 -0.71  0.00
Br -6.27 0.81 -1.44  0.00
C -4.18 -0.12 0.33  0.00
C -5.09 -1.05 0.90  0.00
C -4.67 -1.87 1.91  0.00
C -3.34 -1.77 2.36  0.01
N -2.48 -0.93 1.86  0.02
C -2.86 -0.11 0.85  0.00
C -1.83 0.80 0.33  0.00
O -0.65 0.80 0.78  0.01
H -3.83 2.30 -2.02  0.00
H -6.10 -1.10 0.53  0.00
H -5.34 -2.59 2.36  0.00
H -2.99 -2.42 3.16  0.01
C 3.77 1.62 0.40  0.00
C 2.68 0.61 0.28  0.00
N 2.14 0.05 1.30  0.01
O 2.59 0.45 2.54  0.01
C 2.14 0.25 -1.02  -0.01
C 2.65 0.84 -2.30  0.00
N 1.14 -0.59 -1.02  0.01
O 0.54 -0.98 -2.06  0.15
H 4.28 1.53 1.36  0.00
H 3.35 2.63 0.33  0.00
H 4.48 1.50 -0.41  0.00
H 1.97 0.04 3.15  0.02
H 3.69 0.57 -2.48  0.00
H 2.58 1.93 -2.28  0.00
H 2.04 0.47 -3.12  0.00
Se 3.58 -3.61 0.63  0.03
Sb 1.27 -3.81 1.09  0.01
Se 0.42 -2.15 3.07  0.81
Se 0.13 -5.80 1.71  0.14
Se -0.58 -2.93 -0.55  0.69

***

> Which value of charge does entry 2 give?

0